--- w ---
ORCA calculation (ωB97M-V with the def2-TZVPD basis set) on a 3-piece molecular cluster, C4H11NS overall.

Positions of all 17 atoms, in Å:
H (-1.551, -1.381, 1.340)
H (-2.712, 1.066, 0.721)
C (2.053, 0.878, -0.146)
C (-1.781, 0.799, 0.235)
H (1.409, 2.231, 1.174)
H (0.072, -0.638, 0.650)
C (-1.652, -0.450, -0.729)
H (3.073, 1.077, 0.014)
H (1.317, -3.035, -0.041)
H (-2.280, -1.227, -1.074)
N (1.005, 1.642, 0.377)
C (-1.083, -0.525, 0.778)
H (-0.810, -0.258, -1.403)
H (-1.329, 1.644, -0.212)
S (0.789, -2.353, -1.057)
H (1.490, 0.158, 0.464)
H (1.992, 0.373, -1.090)

Calculated values
M = 105.21 g/mol
Highest occupied orbital energy = -7.542 eV
LUMO = -3.3 eV
Spin multiplicity = 1
Gap between HOMO and LUMO = 4.23 eV

Let us look at the Löwdin charges, expressed in e, one per atom: 0.101 0.070 -0.138 -0.158 0.118 -0.027 -0.214 0.085 -0.331 0.061 0.143 -0.201 0.027 0.040 0.278 0.088 0.057

=====

--- x ---
ORCA calculation (ωB97M-V with the def2-TZVPD basis set) on one molecule with the formula C4H11NS.

Positions of all 17 atoms, in Å:
N (0.044, -0.107, 0.529)
H (-2.652, 1.156, 2.018)
C (0.819, 0.024, -0.737)
H (1.751, 0.533, -0.507)
S (1.947, -1.096, -3.088)
H (-2.263, -0.445, 1.473)
H (0.679, -0.623, 1.119)
H (-1.243, 1.310, 0.105)
H (-0.251, 1.852, 1.488)
H (0.354, -2.003, -1.500)
H (2.021, -1.781, -0.931)
H (1.520, 0.181, -3.213)
H (0.263, 0.752, -1.334)
C (-1.842, 0.442, 1.958)
C (1.156, -1.284, -1.359)
C (-0.731, 0.972, 1.020)
H (-1.571, 0.119, 2.959)

Calculated values
M = 105.21 g/mol
Highest occupied orbital energy = -8.750 eV
SMILES = CCNCCS
LUMO = 1.0 eV
Spin multiplicity = 1
Gap between HOMO and LUMO = 9.80 eV

Let us look at the Löwdin charges, expressed in e, one per atom: -0.106 0.058 -0.315 0.110 0.641 0.069 0.113 0.112 0.110 0.064 0.046 -0.164 0.105 -0.099 -0.495 -0.309 0.062

=====

Least stable = w

=====

--- w ---
ORCA calculation (ωB97M-V with the def2-TZVPD basis set) on one molecule with the formula C4H11NS.

Positions of all 17 atoms, in Å:
H (-0.204, -1.908, 1.620)
C (0.184, -0.880, 1.609)
H (-0.669, -0.207, 1.564)
H (0.776, -0.754, 2.526)
H (0.668, 1.855, -1.265)
H (-2.317, 1.723, 0.137)
H (-0.385, 0.163, -2.372)
N (0.626, -0.934, -0.894)
S (-1.706, 2.440, -0.813)
C (-0.411, 0.024, -1.300)
C (1.171, -0.767, 0.428)
H (-0.035, 1.417, 0.341)
H (0.208, -1.865, -0.956)
H (1.909, -1.566, 0.580)
H (-1.376, -0.337, -0.937)
H (1.732, 0.157, 0.469)
C (-0.170, 1.438, -0.733)

Calculated values
M = 105.21 g/mol
Highest occupied orbital energy = -8.756 eV
SMILES = CCNCCS
LUMO = 0.9 eV
Spin multiplicity = 1
Gap between HOMO and LUMO = 9.64 eV

Let us look at the Löwdin charges, expressed in e, one per atom: 0.073 -0.091 0.053 0.075 0.078 -0.149 0.102 -0.094 0.689 -0.299 -0.317 0.029 0.108 0.111 0.095 0.096 -0.559

=====

--- x ---
ORCA calculation (ωB97M-V with the def2-TZVPD basis set) on one molecule with the formula C4H11NS.

Positions of all 17 atoms, in Å:
N (-0.289, -0.786, -2.681)
H (0.040, -1.062, 0.690)
C (-0.168, -0.280, -0.096)
H (1.976, -0.158, 1.822)
C (-1.007, 0.815, 0.527)
H (0.765, -0.772, -2.728)
H (-0.933, 1.659, -0.207)
H (-1.050, -1.973, -1.136)
S (-0.271, 1.457, 2.023)
H (1.646, 0.676, 3.368)
H (0.754, 0.093, -0.392)
H (2.277, 1.667, 2.149)
H (-2.063, 0.506, 0.454)
C (-0.849, -0.905, -1.362)
H (-1.753, -0.379, -1.340)
H (-0.626, -1.429, -3.362)
C (1.551, 0.872, 2.270)

Calculated values
M = 105.21 g/mol
Highest occupied orbital energy = -8.498 eV
SMILES = CSCCCN
LUMO = 0.9 eV
Spin multiplicity = 1
Gap between HOMO and LUMO = 9.41 eV

Let us look at the Löwdin charges, expressed in e, one per atom: -0.023 0.115 -0.283 0.083 -0.578 0.092 0.082 0.112 0.780 0.018 0.068 0.003 0.087 -0.293 0.065 0.049 -0.376

=====

Least stable = x

=====

--- w ---
ORCA calculation (ωB97M-V with the def2-TZVPD basis set) on a 2-piece molecular cluster, C4H11NS overall.

Positions of all 17 atoms, in Å:
H (-1.440, -0.209, -1.625)
C (3.039, 0.929, -0.063)
H (-2.249, -1.679, 0.943)
H (-2.407, 0.487, -0.326)
H (-1.357, 1.519, 1.248)
N (-0.377, 0.118, 0.112)
H (3.552, 0.570, 0.828)
H (-1.352, -2.390, -0.407)
H (0.464, 1.217, 1.590)
H (2.278, 1.657, 0.197)
H (-3.046, -1.859, -0.615)
C (-1.629, -0.250, -0.551)
S (2.361, -0.485, -1.003)
C (-0.435, 0.971, 1.039)
H (0.911, -0.406, -0.562)
H (3.780, 1.449, -0.670)
C (-2.093, -1.640, -0.136)

Calculated values
M = 105.21 g/mol
Highest occupied orbital energy = -7.858 eV
SMILES = C=NCC.CS
LUMO = 0.7 eV
Spin multiplicity = 1
Gap between HOMO and LUMO = 8.56 eV

Let us look at the Löwdin charges, expressed in e, one per atom: 0.115 -0.529 0.074 0.102 0.087 -0.105 0.011 0.076 0.075 -0.004 0.073 -0.277 0.493 0.004 -0.121 0.011 -0.084

=====

--- x ---
ORCA calculation (ωB97M-V with the def2-TZVPD basis set) on one molecule with the formula C4H11NS.

Positions of all 17 atoms, in Å:
S (2.514, -1.300, -0.629)
H (-3.334, 2.074, 1.393)
H (1.132, -0.673, 1.269)
H (1.547, -1.968, -1.336)
H (-0.318, 1.735, 0.611)
C (1.496, -0.242, 0.296)
C (0.174, 0.062, -0.451)
H (0.301, 0.622, -1.453)
H (1.975, 0.631, 0.719)
H (-3.195, 0.501, 1.828)
H (-4.318, 0.852, 0.433)
C (-2.211, 0.876, -0.004)
H (-2.311, 1.553, -0.778)
H (-2.449, -0.179, -0.486)
C (-3.403, 1.125, 0.958)
H (-0.209, -1.069, -0.657)
N (-0.768, 0.829, 0.533)

Calculated values
M = 105.21 g/mol
Highest occupied orbital energy = -8.917 eV
SMILES = CCNCCS
LUMO = 1.0 eV
Spin multiplicity = 1
Gap between HOMO and LUMO = 9.92 eV

Let us look at the Löwdin charges, expressed in e, one per atom: 0.705 0.040 0.084 -0.121 0.086 -0.691 -0.306 0.125 0.065 0.067 0.074 -0.271 0.059 0.135 -0.101 0.124 -0.074

=====

--- y ---
ORCA calculation (ωB97M-V with the def2-TZVPD basis set) on one molecule with the formula C4H11NS.

Positions of all 17 atoms, in Å:
C (0.778, 0.364, -0.427)
C (-2.086, -0.188, -0.535)
H (-3.184, 1.642, -0.020)
C (2.752, -0.213, 0.966)
H (1.345, 0.156, -1.363)
H (3.027, -0.089, 2.014)
H (0.217, 1.289, -0.498)
H (2.520, -1.272, 0.808)
H (-2.813, -0.794, 0.005)
N (1.557, 0.630, 0.760)
H (3.563, 0.077, 0.295)
H (-2.275, -0.328, -1.604)
H (-1.787, 1.353, 0.948)
S (-0.407, -0.993, -0.361)
H (-1.615, 1.919, -0.758)
H (0.925, 0.510, 1.543)
C (-2.149, 1.271, -0.093)

Calculated values
M = 105.21 g/mol
Highest occupied orbital energy = -8.311 eV
SMILES = CCSCNC
LUMO = 1.0 eV
Spin multiplicity = 1
Gap between HOMO and LUMO = 9.34 eV

Let us look at the Löwdin charges, expressed in e, one per atom: -0.569 -0.512 0.077 -0.131 0.086 0.075 0.048 0.066 0.061 -0.182 0.075 0.053 0.081 0.810 0.052 0.085 -0.173

=====

Least stable = x

=====

--- w ---
ORCA calculation (ωB97M-V with the def2-TZVPD basis set) on a 2-piece molecular cluster, C5H5N3O5 overall.

Positions of all 18 atoms, in Å:
C (-0.730, -2.368, 0.340)
C (-1.514, -2.401, -0.849)
O (-1.967, -0.656, 1.112)
H (-0.593, 0.412, -1.754)
C (-0.067, 0.399, -0.812)
O (0.639, 1.574, -0.513)
N (-0.007, -3.570, 0.751)
H (0.908, -1.492, -1.113)
H (-1.277, 1.977, 0.208)
C (-0.413, 1.329, 0.276)
H (1.338, -0.351, 0.522)
O (1.125, -3.684, 0.488)
H (-0.120, 0.929, 1.377)
N (-1.234, -1.563, 1.467)
O (-0.986, -1.956, 2.578)
C (0.752, -0.701, -0.405)
O (-0.743, -4.319, 1.305)
N (-2.129, -2.462, -1.830)

Calculated values
M = 187.11 g/mol
Highest occupied orbital energy (spin up / spin down) = -10.094 / -10.095 eV
LUMO (spin up / spin down) = -1.9 / -1.9 eV
Spin multiplicity = 1
Gap between HOMO and LUMO (spin up / spin down) = 8.22 / 8.22 eV

Let us look at the Löwdin charges, expressed in e, one per atom: -0.135 -0.171 0.059 0.157 -0.335 0.000 -0.404 0.087 0.131 -0.159 0.158 0.152 0.167 -0.362 0.118 0.189 0.149 0.201

=====

--- x ---
ORCA calculation (ωB97M-V with the def2-TZVPD basis set) on C5H5N3O5 as an isolated structure.

Positions of all 18 atoms, in Å:
C (-1.242, 0.291, -0.317)
N (0.090, -1.645, 0.437)
O (3.660, -0.007, 0.195)
O (-1.759, 2.346, 0.625)
C (1.462, 0.435, 0.212)
N (-1.453, 1.201, 0.820)
O (3.084, 1.965, -0.473)
H (-2.230, 1.412, -1.479)
C (0.485, 1.103, -0.421)
O (-1.892, 0.501, -1.502)
C (-0.975, -1.183, 0.010)
N (2.859, 0.908, 0.021)
O (-1.075, 0.653, 1.846)
H (2.177, -1.554, 0.856)
C (1.201, -0.882, 0.983)
H (0.556, 2.161, -0.890)
H (-1.700, -1.921, -0.351)
H (1.050, -0.667, 2.100)

Calculated values
M = 187.11 g/mol
Highest occupied orbital energy = -10.171 eV
LUMO = -0.9 eV
Spin multiplicity = 1
Gap between HOMO and LUMO = 9.26 eV

Let us look at the Löwdin charges, expressed in e, one per atom: -0.277 0.066 0.062 0.113 -0.147 -0.377 0.107 0.122 0.170 0.077 -0.081 -0.366 0.079 0.152 -0.137 0.154 0.133 0.152

=====

Least stable = w

=====

--- w ---
ORCA calculation (ωB97M-V with the def2-TZVPD basis set) on a 2-piece molecular cluster, C4H10O3 overall.

Positions of all 17 atoms, in Å:
H (-3.039, -0.723, 0.586)
C (-1.566, 0.855, -0.081)
H (4.751, 0.381, -3.197)
C (-0.374, -0.480, 1.839)
H (1.594, -0.745, 2.061)
H (-1.439, 1.841, 0.340)
H (-0.612, -1.040, -0.185)
O (0.777, -1.247, 2.104)
C (-2.906, 0.362, 0.410)
H (-1.547, 0.894, -1.164)
H (-1.188, -1.152, 2.091)
H (-0.425, 0.343, 2.488)
H (5.151, -0.138, -4.562)
O (4.635, -0.374, -3.784)
H (0.500, 0.260, 0.015)
O (-3.842, 1.070, 0.670)
C (-0.472, -0.106, 0.370)

Calculated values
M = 106.12 g/mol
Highest occupied orbital energy = -9.863 eV
SMILES = O=CCCCO.O
LUMO = 0.7 eV
Spin multiplicity = 1
Gap between HOMO and LUMO = 10.52 eV

Let us look at the Löwdin charges, expressed in e, one per atom: 0.126 -0.150 0.031 -0.280 0.087 0.117 0.120 -0.059 -0.275 0.121 0.117 0.106 0.032 -0.063 0.116 0.055 -0.201

=====

--- x ---
ORCA calculation (ωB97M-V with the def2-TZVPD basis set) on a 2-piece molecular cluster, C4H10O3 overall.

Positions of all 17 atoms, in Å:
H (2.393, 1.716, 0.433)
H (0.904, 1.317, -0.502)
C (1.951, 1.058, -0.317)
O (-0.589, -0.327, 1.445)
H (2.519, 1.068, -1.248)
C (1.945, -1.244, -0.645)
H (-2.443, -0.157, -1.300)
C (-2.139, 0.117, -0.285)
O (-1.568, 1.408, -0.339)
H (-3.032, 0.109, 0.357)
O (1.988, -0.279, 0.236)
C (-1.114, -0.874, 0.245)
H (0.372, -0.439, 1.441)
H (-1.569, -1.856, 0.432)
H (1.910, -2.151, 0.010)
H (-0.327, -0.998, -0.512)
H (-1.198, 1.532, 0.549)

Calculated values
M = 106.12 g/mol
Highest occupied orbital energy = -9.111 eV
LUMO = 0.4 eV
Spin multiplicity = 1
Gap between HOMO and LUMO = 9.51 eV

Let us look at the Löwdin charges, expressed in e, one per atom: 0.096 0.077 -0.048 -0.069 0.089 0.046 0.124 -0.244 -0.077 0.120 -0.255 -0.241 0.066 0.124 0.030 0.083 0.078

=====

Least stable = x

=====

--- w ---
ORCA calculation (ωB97M-V with the def2-TZVPD basis set) on a 2-piece molecular cluster, C4H10O3 overall.

Positions of all 17 atoms, in Å:
C (-2.141, 1.608, -0.895)
H (1.340, 0.638, 1.322)
C (-1.341, 0.455, -0.367)
H (-0.172, -0.916, -0.924)
H (2.008, -2.054, -0.039)
O (0.070, -1.554, 0.239)
H (-0.482, -1.020, 0.848)
H (1.809, 0.421, -0.394)
H (-2.878, 1.256, -1.636)
H (2.984, 0.058, 0.909)
H (1.557, -1.850, 1.679)
C (1.428, -1.426, 0.665)
O (-1.275, 0.098, 0.789)
H (-2.680, 2.106, -0.072)
C (1.920, 0.010, 0.624)
H (-1.478, 2.345, -1.379)
O (-0.668, -0.174, -1.366)

Calculated values
M = 106.12 g/mol
Highest occupied orbital energy = -10.083 eV
SMILES = CC(=O)O.CCO
LUMO = 0.9 eV
Spin multiplicity = 1
Gap between HOMO and LUMO = 11.00 eV

Let us look at the Löwdin charges, expressed in e, one per atom: 0.017 0.080 -0.499 0.001 0.122 -0.098 0.000 0.080 0.097 0.081 0.120 -0.263 0.087 0.091 -0.086 0.097 0.072

=====

--- x ---
ORCA calculation (ωB97M-V with the def2-TZVPD basis set) on a 3-piece molecular cluster, C4H10O3 overall.

Positions of all 17 atoms, in Å:
O (2.184, -1.103, 0.762)
H (-0.715, -0.938, 1.436)
H (-2.805, 0.508, -0.118)
O (-3.048, -0.891, 0.359)
H (2.897, 1.856, -1.518)
C (1.354, 0.685, -0.564)
O (-2.432, 1.412, -0.435)
C (1.064, -0.396, 0.188)
H (3.395, 1.148, 0.097)
H (-0.380, -2.010, 0.048)
H (0.596, 1.095, -1.197)
C (2.689, 1.216, -0.691)
H (-1.019, -0.388, -0.208)
H (2.817, -0.623, 0.194)
C (-0.326, -0.985, 0.367)
H (-3.149, 2.095, -0.443)
H (-3.958, -1.200, 0.418)

Calculated values
M = 106.12 g/mol
Highest occupied orbital energy = -7.068 eV
LUMO = -3.6 eV
Spin multiplicity = 1
Gap between HOMO and LUMO = 3.44 eV

Let us look at the Löwdin charges, expressed in e, one per atom: 0.092 0.144 -0.068 -0.406 0.079 -0.033 -0.199 -0.170 0.077 0.104 0.128 0.197 0.039 0.068 0.002 0.025 -0.080

=====

--- y ---
ORCA calculation (ωB97M-V with the def2-TZVPD basis set) on one molecule with the formula C4H10O3.

Positions of all 17 atoms, in Å:
H (0.583, -0.640, -2.650)
C (-0.733, 0.270, -0.731)
H (0.874, -1.709, 1.043)
O (0.863, 0.110, -2.115)
H (0.115, -2.271, -0.451)
H (-0.183, 1.328, 1.885)
O (-1.298, -0.036, 0.763)
C (0.631, -0.184, -0.416)
H (-1.739, 1.937, 1.266)
C (-1.219, 1.048, 1.652)
O (1.434, 0.687, 0.228)
H (1.857, -1.914, -0.423)
H (-1.344, -0.416, -1.306)
H (1.820, 1.318, -0.393)
H (-1.697, 0.750, 2.588)
H (-0.845, 1.338, -0.897)
C (0.881, -1.618, -0.041)

Calculated values
M = 106.12 g/mol
Highest occupied orbital energy = -9.198 eV
SMILES = COCC(C)(O)O
LUMO = 0.8 eV
Spin multiplicity = 1
Gap between HOMO and LUMO = 9.98 eV

Let us look at the Löwdin charges, expressed in e, one per atom: 0.048 -0.047 0.099 -0.128 0.094 0.074 -0.226 -0.490 0.082 -0.160 0.066 0.096 0.130 0.134 0.083 0.132 0.013

=====

--- z ---
ORCA calculation (ωB97M-V with the def2-TZVPD basis set) on a 2-piece molecular cluster, C4H10O3 overall.

Positions of all 17 atoms, in Å:
O (2.618, 0.022, -1.324)
H (2.247, -0.839, -1.073)
H (-3.608, -1.202, 0.985)
H (3.207, 0.645, 0.577)
H (-2.454, -1.838, -0.213)
H (-3.109, -0.198, -0.395)
H (-0.918, -0.866, 1.001)
H (0.877, 1.092, 1.360)
C (-0.038, 0.512, -0.527)
C (-2.765, -0.942, 0.344)
H (0.103, 0.322, -1.577)
H (2.523, 1.883, -0.511)
C (1.080, 0.656, 0.382)
C (2.451, 0.838, -0.193)
O (-1.768, -0.427, 1.184)
O (0.534, -0.642, 0.229)
H (-0.979, 0.984, -0.248)

Calculated values
M = 106.12 g/mol
Highest occupied orbital energy = -9.842 eV
SMILES = OC[C@H]1CO1.CO
LUMO = 0.9 eV
Spin multiplicity = 1
Gap between HOMO and LUMO = 10.76 eV

Let us look at the Löwdin charges, expressed in e, one per atom: -0.049 0.093 0.075 0.123 0.087 0.076 0.034 0.161 -0.045 -0.174 0.123 0.133 -0.287 -0.217 -0.168 -0.079 0.114

=====

Least stable = x